{
  "formula": "C4H3NO2",
  "method": "ωB97M-V/def2-TZVPD",
  "homo_energy_ev": -10.065,
  "de_lowest_kj_mol": 119.9,
  "smiles": "O=Cc1ncco1",
  "lumo_energy_ev": -0.161,
  "elements": ["O", "O", "N", "C", "C", "C", "C", "H", "H", "H"],
  "xyz": [[-2.7480, -1.1976, 0.3704], [-0.1125, 0.3196, 1.1767], [0.3630, -0.1797, -0.9397], [1.4299, 0.4798, -0.3866], [1.1459, 0.8002, 0.8927], [-0.5153, -0.2548, 0.0114], [-1.8114, -0.9272, -0.3359], [1.7078, 1.4313, 1.5751], [-1.7860, -1.1657, -1.4195], [2.3266, 0.6941, -0.9447]],
  "forces_ev_per_a": [[0.646, 0.319, -0.069], [0.085, 0.097, -0.255], [-0.018, -0.085, 0.073], [0.210, 0.130, 0.007], [-0.197, 0.072, -0.326], [0.174, -0.025, -0.315], [-0.273, -0.047, 0.371], [-0.554, -0.484, 0.248], [-0.028, 0.015, 0.245], [-0.046, 0.009, 0.020]],
  "nbo_charge": [-0.478, -0.378, -0.413, -0.120, 0.076, 0.343, 0.382, 0.222, 0.144, 0.222]
}


{
  "formula": "C20H15BaN3O4",
  "method": "ωB97M-V/def2-TZVPD",
  "homo_energy_ev": -7.825,
  "de_lowest_kj_mol": 0.0,
  "lumo_energy_ev": 0.129,
  "elements": ["Ba", "O", "O", "O", "O", "N", "N", "N", "C", "C", "C", "C", "C", "C", "C", "C", "C", "C", "C", "C", "C", "C", "C", "C", "C", "C", "C", "C", "H", "H", "H", "H", "H", "H", "H", "H", "H", "H", "H", "H", "H", "H", "H"],
  "xyz": [[0.3798, 0.3152, -0.0014], [4.6549, 1.3812, -1.3531], [4.6731, 1.3551, 1.3523], [-1.6711, -1.2750, 0.0013], [-1.8031, 1.5402, 0.0014], [1.6928, -0.1319, -2.5007], [1.6941, -0.1313, 2.4979], [3.1132, 0.2650, -0.0003], [1.1733, -0.5228, 3.6699], [-3.6773, 0.0157, 0.0008], [1.1755, -0.5259, -3.6734], [3.2611, -0.3134, 4.7788], [3.8041, 0.1051, 3.5822], [3.2650, -0.3100, -4.7782], [-3.0650, 1.3179, 0.0011], [-2.9131, -1.2123, 0.0009], [1.9111, -0.6328, 4.8283], [3.6799, 0.6725, 1.1721], [-5.9049, 1.0231, 0.0004], [2.9927, 0.1848, -2.4480], [-5.0934, -0.0732, 0.0004], [-5.3098, 2.3021, 0.0008], [2.9955, 0.1801, 2.4475], [3.6726, 0.6828, -1.1725], [3.8040, 0.1119, -3.5811], [-3.9534, 2.4387, 0.0012], [-3.6373, -2.5447, 0.0006], [1.9161, -0.6342, -4.8301], [-5.5571, -1.0501, 0.0001], [-2.8910, -3.3343, 0.0007], [4.8411, 0.3891, 3.4892], [-6.9804, 0.9141, 0.0001], [-4.2704, -2.6478, -0.8810], [1.4409, -0.9605, 5.7448], [-5.9363, 3.1861, 0.0009], [0.1144, -0.7558, 3.6662], [1.4489, -0.9642, -5.7473], [3.8779, -0.3859, 5.6651], [-4.2708, -2.6479, 0.8819], [0.1175, -0.7626, -3.6717], [-3.4888, 3.4166, 0.0015], [4.8396, 0.4004, -3.4866], [3.8839, -0.3811, -5.6632]],
  "forces_ev_per_a": [[-0.232, -0.059, 0.003], [-0.066, -0.046, 0.047], [-0.064, -0.048, -0.048], [0.014, 0.132, -0.001], [0.062, -0.252, 0.000], [0.141, 0.039, 0.246], [0.141, 0.037, -0.243], [-0.537, 0.103, 0.000], [-0.022, 0.083, -0.250], [0.062, 0.046, 0.001], [-0.020, 0.083, 0.249], [-0.020, -0.003, 0.003], [-0.022, 0.010, -0.059], [-0.020, -0.004, -0.004], [-0.089, 0.109, 0.000], [-0.040, -0.143, -0.001], [0.033, -0.034, 0.073], [0.345, 0.133, -0.031], [-0.003, 0.118, 0.000], [0.007, -0.169, -0.433], [0.006, -0.052, 0.000], [-0.027, -0.118, 0.000], [0.000, -0.169, 0.428], [0.343, 0.135, 0.031], [-0.025, 0.010, 0.060], [0.044, 0.044, 0.000], [0.017, 0.023, 0.000], [0.032, -0.035, -0.073], [0.016, 0.001, 0.000], [0.001, 0.003, 0.000], [0.005, 0.006, -0.013], [0.000, 0.003, 0.000], [-0.013, 0.001, 0.011], [-0.015, 0.001, -0.009], [-0.003, 0.004, 0.000], [-0.010, 0.006, 0.002], [-0.015, 0.001, 0.008], [-0.005, -0.003, 0.002], [-0.013, 0.001, -0.011], [-0.010, 0.006, -0.001], [0.004, -0.004, 0.000], [0.005, 0.006, 0.014], [-0.005, -0.003, -0.002]],
  "nbo_charge": [1.891, -0.574, -0.574, -0.746, -0.878, -0.529, -0.532, -0.844, 0.030, -0.287, 0.031, -0.157, -0.210, -0.157, 0.444, 0.589, -0.253, 0.610, -0.300, 0.132, -0.143, -0.150, 0.140, 0.611, -0.208, -0.305, -0.711, -0.253, 0.204, 0.233, 0.254, 0.212, 0.232, 0.225, 0.210, 0.195, 0.225, 0.222, 0.232, 0.195, 0.217, 0.254, 0.222]
}


{
  "formula": "C3H11NO3",
  "method": "ωB97M-V/def2-TZVPD",
  "homo_energy_ev": -9.781,
  "de_lowest_kj_mol": 142.3,
  "smiles": "NCCC=O.O.O",
  "lumo_energy_ev": 0.776,
  "elements": ["O", "O", "O", "N", "C", "C", "C", "H", "H", "H", "H", "H", "H", "H", "H", "H", "H", "H"],
  "xyz": [[-1.5850, -0.3050, -1.4433], [-0.9827, 2.3645, -0.8946], [0.1659, 3.7523, 1.6135], [1.8732, -1.6354, -0.5635], [-1.2745, -1.1441, -0.6402], [0.8026, -2.0593, 0.3408], [-0.2421, -0.9542, 0.4433], [0.4934, 3.1656, 0.9281], [-0.6143, 4.1991, 1.2964], [-1.5983, 2.8716, -1.4312], [1.0623, -2.3718, 1.3683], [-1.7195, -2.1695, -0.6586], [0.4292, -2.9918, -0.0976], [2.5271, -2.3885, -0.7323], [-0.7392, -0.9864, 1.4365], [0.2390, 0.0328, 0.4129], [2.3945, -0.8392, -0.2080], [-1.2315, 1.4592, -1.1704]],
  "forces_ev_per_a": [[-0.352, -0.159, -0.216], [-0.381, -0.312, -0.344], [0.657, 0.017, 0.807], [0.010, 0.014, 0.324], [0.406, 0.123, 0.448], [0.412, -0.426, 0.215], [-0.382, 0.009, 0.481], [-0.481, 0.115, -0.338], [-0.218, -0.148, -0.467], [0.093, 0.422, 0.061], [0.527, 0.321, -0.254], [0.029, 0.340, -0.147], [-0.474, 0.224, -0.017], [0.026, 0.043, 0.004], [0.025, -0.219, -0.569], [-0.206, -0.210, -0.317], [-0.109, -0.155, 0.031], [0.420, 0.004, 0.297]],
  "nbo_charge": [-0.548, -0.980, -0.956, -0.832, 0.482, -0.215, -0.531, 0.484, 0.472, 0.464, 0.173, 0.110, 0.190, 0.363, 0.238, 0.235, 0.358, 0.493]
}


{
  "formula": "C6H12O2",
  "method": "ωB97M-V/def2-TZVPD",
  "homo_energy_ev": -9.622,
  "de_lowest_kj_mol": 117.9,
  "smiles": "CC(C)=O.CC(C)=O",
  "lumo_energy_ev": 0.700,
  "elements": ["O", "O", "C", "C", "C", "C", "C", "C", "H", "H", "H", "H", "H", "H", "H", "H", "H", "H", "H", "H"],
  "xyz": [[-7.3520, 1.5432, 9.7033], [-4.4571, -1.9355, 9.7750], [-3.6633, -1.4462, 10.5817], [-4.0264, -0.3479, 11.5466], [-2.2023, -1.8934, 10.5337], [-6.2525, 3.5056, 10.5604], [-5.6051, 2.2614, 8.3245], [-6.4767, 2.3914, 9.5473], [-2.0608, -2.9682, 10.3305], [-4.6285, 1.9079, 8.6961], [-7.1471, 4.1247, 10.7424], [-4.5596, 0.4141, 10.9535], [-3.1133, 0.1077, 11.9653], [-1.7434, -1.3168, 9.7130], [-5.4540, 3.2137, 7.7890], [-5.4201, 4.1676, 10.2681], [-5.9820, 2.9938, 11.4993], [-1.6829, -1.6417, 11.4737], [-4.6763, -0.6632, 12.3801], [-6.0014, 1.5169, 7.6136]],
  "forces_ev_per_a": [[0.927, 1.252, 0.354], [0.981, 1.000, 1.537], [-0.567, -1.637, -1.530], [0.081, 0.716, -0.061], [0.171, 0.182, 0.435], [0.527, -0.058, 0.050], [0.502, 0.184, -0.254], [-1.740, -1.167, -0.469], [-0.381, 0.524, -0.054], [-0.076, 0.179, -0.318], [0.248, -0.500, -0.199], [0.006, -0.240, 0.387], [-0.422, -0.163, -0.095], [0.003, -0.215, 0.280], [0.037, -0.250, 0.366], [-0.326, -0.276, 0.107], [-0.150, 0.345, -0.195], [-0.102, -0.070, -0.422], [0.220, -0.094, -0.492], [0.061, 0.289, 0.572]],
  "nbo_charge": [-0.542, -0.539, 0.584, -0.725, -0.719, -0.724, -0.716, 0.578, 0.242, 0.228, 0.249, 0.239, 0.214, 0.239, 0.223, 0.215, 0.241, 0.210, 0.253, 0.246]
}


{
  "formula": "C3H5OPS",
  "method": "ωB97M-V/def2-TZVPD",
  "homo_energy_ev": -8.471,
  "de_lowest_kj_mol": 151.6,
  "smiles": "C1CS1.O=C=P",
  "lumo_energy_ev": 0.350,
  "elements": ["S", "P", "O", "C", "C", "C", "H", "H", "H", "H", "H"],
  "xyz": [[1.2650, -0.9832, -0.8189], [-2.3081, -1.5146, -0.0732], [-2.4209, 1.2469, 0.0950], [1.2231, 0.8014, -0.2679], [1.2950, -0.2251, 0.8146], [-2.2657, 0.1419, -0.0829], [2.1146, -0.2955, 1.3611], [-1.8185, -1.7034, -1.3794], [0.3692, 1.3071, -0.4943], [0.4145, -0.2019, 1.3142], [2.1319, 1.4264, -0.4683]],
  "forces_ev_per_a": [[0.263, 0.957, 0.202], [-0.091, -1.096, 0.347], [0.083, 2.559, 0.261], [4.000, -1.377, -0.140], [-1.912, 1.476, -3.861], [-0.268, -1.869, -0.497], [3.675, -0.388, 2.196], [0.084, 0.397, -0.059], [-2.479, 1.041, -0.262], [-2.579, -0.755, 1.754], [-0.776, -0.943, 0.057]],
  "nbo_charge": [0.069, 0.038, -0.444, -0.438, -0.473, 0.366, 0.210, 0.038, 0.205, 0.209, 0.220]
}


{
  "formula": "C38H45N9",
  "method": "ωB97M-V/def2-TZVPD",
  "homo_energy_ev": -6.135,
  "de_lowest_kj_mol": 4436.9,
  "lumo_energy_ev": 0.421,
  "elements": ["N", "N", "N", "N", "N", "N", "N", "N", "N", "C", "C", "C", "C", "C", "C", "C", "C", "C", "C", "C", "C", "C", "C", "C", "C", "C", "C", "C", "C", "C", "C", "C", "C", "C", "C", "C", "C", "C", "C", "C", "C", "C", "C", "C", "C", "C", "C", "H", "H", "H", "H", "H", "H", "H", "H", "H", "H", "H", "H", "H", "H", "H", "H", "H", "H", "H", "H", "H", "H", "H", "H", "H", "H", "H", "H", "H", "H", "H", "H", "H", "H", "H", "H", "H", "H", "H", "H", "H", "H", "H", "H", "H"],
  "xyz": [[24.2432, 12.5252, 6.3429], [26.2194, 11.5789, 7.6739], [23.0514, 7.7481, 10.7429], [24.7929, 7.0295, 8.3973], [28.0976, 9.1411, 4.1857], [21.5699, 7.7687, 5.6922], [19.8153, 4.9446, 9.1217], [24.6988, 2.9354, 10.2777], [21.5889, 9.6637, 11.0035], [25.7126, 2.8771, 9.3356], [24.6808, 8.7218, 6.6252], [24.3953, 5.2431, 9.5778], [21.9250, 5.6521, 9.1943], [23.9963, 4.0858, 10.2942], [24.8539, 11.9555, 9.4516], [21.3509, 8.7533, 4.7654], [20.6155, 8.9828, 11.8000], [20.4442, 9.4301, 6.7323], [25.2774, 12.3849, 4.4419], [26.7743, 8.9309, 4.5911], [24.7858, 10.6212, 9.0882], [23.1533, 6.0072, 12.1350], [26.0953, 3.9972, 8.6104], [23.4547, 7.1446, 8.5036], [24.5256, 11.1874, 4.5335], [21.0954, 8.2504, 6.9217], [20.7375, 9.7698, 5.3845], [24.3447, 7.2767, 10.6385], [20.8871, 5.1951, 9.9138], [25.4604, 5.2354, 8.7180], [20.2323, 5.4354, 7.9129], [23.3610, 8.9324, 6.9690], [20.2442, 7.8772, 11.0119], [21.0041, 7.9625, 9.8219], [28.4295, 10.4090, 4.5033], [22.7465, 8.1155, 7.8707], [23.8704, 11.3496, 5.7003], [26.3017, 10.1674, 5.0165], [21.5464, 5.7719, 7.8875], [21.8493, 8.9975, 9.8724], [25.7173, 12.5397, 8.5879], [24.4665, 6.1549, 11.4952], [22.3445, 6.9449, 11.5750], [27.3028, 11.1001, 4.9879], [25.2146, 13.1755, 5.5556], [25.6386, 10.3712, 8.0407], [25.3723, 7.8167, 7.4653], [29.4333, 10.7991, 4.4222], [21.9487, 6.8638, 5.4520], [25.5585, 14.1894, 5.6979], [25.8252, 6.1708, 8.3198], [24.2517, 12.4769, 10.1809], [23.2123, 10.6372, 6.1756], [26.3395, 7.9614, 4.3976], [27.2920, 12.1374, 5.2882], [26.7902, 11.8377, 6.8818], [20.6402, 4.9850, 10.9439], [22.0559, 6.1502, 7.0135], [24.0513, 12.8741, 7.2711], [21.6222, 8.6082, 3.7302], [20.9235, 7.6365, 7.7935], [28.6775, 8.4025, 3.8139], [20.8388, 7.2793, 9.0019], [23.2314, 4.2932, 11.0279], [26.4127, 7.6689, 7.2161], [25.7232, 9.4879, 7.4251], [26.8637, 3.8460, 7.8667], [22.9479, 5.3036, 12.9282], [22.6159, 8.3928, 10.0988], [23.8352, 6.1666, 9.5826], [22.7354, 9.6571, 6.4691], [25.9686, 13.5799, 8.4423], [21.6844, 8.2537, 8.0094], [25.0042, 7.5948, 9.8446], [22.5945, 9.3866, 9.1945], [23.0925, 6.5237, 9.3097], [19.7882, 9.9421, 7.4207], [19.4038, 7.2320, 11.2216], [20.2733, 9.3508, 12.7560], [25.7951, 12.5855, 3.5155], [24.1974, 9.8838, 9.6139], [21.2717, 7.0602, 11.5286], [25.2139, 9.3459, 5.9232], [24.3863, 10.4406, 3.7659], [20.4852, 10.6843, 4.8683], [25.2288, 10.2892, 5.0361], [22.8663, 6.0029, 9.5908], [25.3526, 5.5817, 11.7247], [18.8931, 4.6307, 9.3885], [26.2192, 1.9524, 9.1016], [22.1894, 10.4244, 11.2879], [19.5269, 5.3439, 7.1003]],
  "forces_ev_per_a": [[0.443, 0.793, -1.680], [-0.948, 0.634, 3.713], [8.045, -5.291, 4.941], [-3.759, 10.411, -6.172], [-1.027, -0.644, 0.734], [-1.337, -0.261, 0.522], [1.239, 1.641, -1.312], [-0.380, 0.816, -1.239], [-1.663, 1.440, 2.528], [-0.872, 1.354, 0.347], [-2.923, -2.599, 0.543], [1.081, -4.073, -1.180], [-2.188, -3.661, 2.788], [2.014, -1.279, -0.816], [-0.214, 1.052, 0.108], [0.487, -0.338, -0.843], [-0.117, 0.647, -2.525], [0.346, 0.606, -0.573], [0.136, 1.591, -2.438], [1.834, 0.931, -1.083], [-0.103, -1.754, 0.289], [2.492, 0.545, -0.044], [0.116, -1.460, -0.021], [3.530, 5.337, -4.373], [-4.590, 5.502, -1.953], [-7.147, -2.192, -4.713], [-1.060, 1.723, -1.003], [1.522, 1.017, 6.724], [-1.638, -2.375, 2.375], [3.118, -5.729, 0.987], [-2.766, -1.966, -2.336], [1.324, -0.564, -0.648], [-2.791, 5.080, -0.395], [-5.981, 0.331, -2.200], [0.053, 1.476, 0.326], [5.873, -0.179, 1.056], [-2.459, 1.580, 1.819], [2.695, -4.565, -0.542], [-1.234, -1.422, -1.615], [-11.639, 10.727, -2.711], [1.731, 0.058, -1.555], [-0.489, 3.792, 3.184], [0.776, -1.455, 1.752], [3.717, -0.756, -0.642], [-2.656, -1.306, -0.723], [1.511, 2.636, -0.264], [-1.749, -1.896, -1.554], [0.002, -0.210, -0.190], [-0.117, 0.343, 0.334], [0.011, -0.183, 0.261], [2.242, -3.647, -0.013], [0.193, -0.076, 0.129], [0.846, 2.484, -0.666], [-0.304, 0.211, 0.180], [0.413, -0.503, -0.442], [-0.185, -0.648, 0.457], [1.110, 0.178, 0.253], [-0.055, -0.932, 0.712], [-0.402, -0.805, -0.130], [0.122, 0.142, 0.147], [-4.109, -1.367, -3.270], [0.141, 0.437, 0.132], [-0.270, 0.442, 1.536], [-0.157, -1.215, -0.235], [0.533, -0.210, 0.504], [1.699, 2.505, 1.821], [0.351, 0.122, -0.004], [-0.322, -0.070, -0.240], [8.065, -5.683, 1.756], [6.510, -4.729, 1.260], [-0.309, -1.649, 0.676], [0.093, -0.019, 0.164], [4.516, 1.604, 2.960], [0.189, 0.576, 2.033], [-0.738, 0.625, 0.039], [1.289, 13.962, -8.911], [0.334, -0.017, 0.072], [0.275, -0.197, -0.018], [0.174, -0.057, -0.181], [0.325, 0.360, 0.232], [0.401, -0.018, -0.098], [2.756, -1.966, 1.848], [-0.704, -1.262, 0.786], [-0.496, 0.401, -0.160], [-0.156, 0.028, 0.119], [2.982, -1.598, 1.756], [-9.525, -13.461, 6.411], [-0.084, 0.215, -0.103], [0.284, 0.224, -0.146], [-0.162, -0.345, 0.575], [-0.271, -0.181, 0.352], [0.157, 0.235, -0.281]],
  "mulliken_charge": [0.026, -0.044, 0.195, -0.885, 0.031, 0.161, 0.150, -0.887, 0.036, -0.738, -0.585, 1.933, 1.340, 0.762, -1.104, -0.680, -1.321, -1.410, -0.328, -1.973, 0.647, -1.530, -0.920, 3.048, 0.161, -0.028, -1.133, -0.192, -1.297, -1.350, -0.899, 0.791, -0.047, 0.423, -1.468, -1.043, -0.426, 1.828, -1.652, -0.551, -1.352, 0.470, 0.247, -0.413, -1.470, -0.117, -0.952, 0.419, 0.266, 0.311, -0.043, 0.396, 0.109, 0.501, 0.407, 0.457, 0.579, 1.333, 0.496, 0.575, 0.081, 0.246, 1.234, 0.342, 0.516, 0.624, 0.386, 0.396, 0.145, -0.794, 0.188, 0.360, -0.371, 0.356, 0.536, -2.105, 0.590, 0.600, 0.336, 0.436, 0.531, 0.135, -0.636, 0.803, 0.507, 0.399, 0.761, 0.681, 0.255, 0.370, 0.312, 0.519]
}